The following is a quantum chemistry calculation of the ion C3H6N3 with charge +1 in a non-equilibrium geometry, from the OMol25 dataset.

Geometry as XYZ:
```
12
Properties=species:S:1:pos:R:3:forces:R:3
N -0.7337 -0.0176 0.7746 -0.87 -0.75 -1.69
N 0.4073 -0.0918 1.5102 2.01 -0.10 1.82
N 0.9781 0.5891 -0.5106 0.97 0.07 0.19
C -0.9350 -0.9058 -0.3705 -0.57 0.13 -2.94
C -0.4009 0.4489 -0.6972 -0.20 0.61 1.42
C 1.3928 0.2279 0.7214 -1.67 -1.14 -0.41
H -1.6496 0.1822 1.1529 0.32 0.58 1.06
H -0.9721 1.3457 -0.9178 -0.08 -0.39 -0.91
H -0.2715 -1.7503 -0.6450 -0.48 0.53 0.97
H 2.4627 0.0721 0.8078 -0.22 0.26 1.04
H 1.7149 0.8653 -1.1074 -0.07 0.59 -1.42
H -1.9930 -0.9657 -0.7184 0.86 -0.39 0.87
```
Positions in Å, forces in eV/Å.

The SMILES is C1=N[N@@H+]2C[C@@H]2N1. As for the total energy: -281.82604 Eh. Its relative energy (zero: lowest compared OMol25 entry of this formula, charge and spin) is 57.63 kcal/mol. The total charge is +1. The value obtained for the gap between HOMO and LUMO is 0.4162 hartree. The largest force on an atom comes out at 0.058 hartree/bohr. The calculation puts the LUMO energy at -3.3 eV.

Charges per atom according to Mulliken partitioning, unit e:
1. N 0.316
2. N -0.677
3. N -0.136
4. C -0.389
5. C 0.002
6. C 0.073
7. H 0.334
8. H 0.328
9. H 0.273
10. H 0.383
11. H 0.189
12. H 0.304



The following is a quantum chemistry calculation of a cluster of 3 separate species, C3H12N2O2 in total in a non-equilibrium geometry, from the OMol25 dataset.

Geometry as XYZ:
```
19
Properties=species:S:1:pos:R:3:forces:R:3
O -1.3926 2.0208 1.6844 -1.85 -2.08 -0.57
O -1.7852 -1.0320 -1.2528 1.63 1.44 4.58
N 1.1692 0.1530 0.2875 -0.72 -2.59 1.79
N -0.7181 -0.7384 1.5364 5.09 1.42 -4.18
C 1.9155 -0.1892 -0.8817 0.05 2.54 -3.38
C 1.1126 0.4156 -2.1373 -2.25 2.21 2.15
C 0.5658 -0.9304 1.0131 -4.31 1.66 3.26
H -1.1439 -1.2793 2.2392 0.40 -1.62 0.77
H -1.0333 1.4843 0.9454 0.09 0.61 0.60
H 2.9228 0.3696 -0.9717 -1.18 -1.48 0.65
H 1.1228 -1.8981 1.3723 -0.42 2.09 -1.45
H 1.4868 0.1485 -3.0856 0.62 -0.37 -1.02
H -0.0146 0.2162 -2.0924 1.65 -0.59 0.02
H -2.1338 1.3416 1.8744 1.62 1.84 0.11
H -1.6145 -0.6474 -0.1720 -0.52 -1.79 -4.07
H -2.6842 -0.7971 -1.4118 -1.11 0.26 -0.26
H 1.9179 -1.2497 -1.1099 0.55 -0.14 0.65
H 0.8418 1.1410 0.3057 -0.18 -1.60 0.40
H 1.0325 1.5821 -2.0781 0.85 -1.80 -0.06
```
Positions in Å, forces in eV/Å.

The SMILES is [H]/N=C/NCC.O.O. As for the total energy: -381.38939 Eh. Its relative energy (zero: lowest compared OMol25 entry of this formula, charge and spin) is 78.77 kcal/mol. The total charge is 0. The value obtained for the gap between HOMO and LUMO is 0.3677 hartree. The largest force on an atom comes out at 0.131 hartree/bohr. The calculation puts the LUMO energy at 0.7 eV.

Charges per atom according to Mulliken partitioning, unit e:
1. O -0.669
2. O -0.710
3. N -0.111
4. N -0.544
5. C -0.483
6. C -1.043
7. C -0.076
8. H 0.121
9. H 0.290
10. H 0.254
11. H 0.308
12. H 0.385
13. H 0.260
14. H 0.345
15. H 0.413
16. H 0.311
17. H 0.368
18. H 0.277
19. H 0.304



The following is a quantum chemistry calculation of a structure of composition C30H46BN6S5Ta in a non-equilibrium geometry, from the OMol25 dataset.

Geometry as XYZ:
```
89
Properties=species:S:1:pos:R:3:forces:R:3
Ta 0.1534 -0.6359 -0.2387 0.20 0.35 -0.28
S 0.8118 -0.4380 2.1049 0.11 -0.28 -1.19
S 1.6016 -4.6827 2.3449 -0.07 0.35 -0.18
S 0.8531 -2.9808 -0.0110 0.12 0.62 0.08
S 2.2553 -5.1607 5.1869 -0.10 0.40 -0.38
S 1.5475 -2.4359 4.2310 -0.06 0.10 -0.27
N 1.6080 -0.1774 -1.6893 -0.75 -0.72 1.08
N -1.2619 -1.2276 -2.7114 0.14 0.04 -0.19
N -1.4897 -1.3578 -1.3549 0.42 -0.06 0.55
N 1.0715 -0.1274 -2.9628 0.02 0.03 -0.31
N -0.6645 1.2045 -1.0222 0.21 -0.39 0.52
N -0.9249 1.2509 -2.3690 -0.16 0.01 -0.17
C -3.4277 3.4234 -3.7735 0.10 -0.01 0.02
C 5.2476 0.5471 -1.0112 -0.13 0.05 -0.03
C -2.1454 -2.4886 -4.7960 0.22 0.03 -0.15
C -2.1122 -2.0461 -3.3593 -0.43 -0.32 0.34
C -2.6873 -4.0872 0.4866 -0.08 0.07 0.01
C -2.9362 -2.6519 -2.3986 0.23 0.10 -0.04
C -1.8421 2.1538 -5.2237 0.05 0.10 0.06
C 1.1739 -2.0848 2.5602 -0.04 0.68 0.59
C 2.0890 1.7051 -5.6099 -0.06 -0.10 0.02
C -2.4686 -1.7033 1.2882 -0.05 -0.11 -0.18
C 1.1984 -3.1152 1.6882 -0.04 -0.76 -0.48
C -1.5028 3.1973 -1.4771 0.09 -0.12 -0.01
C 3.2767 0.0741 -3.1186 -0.03 -0.23 0.16
C 2.9261 -0.6420 -6.0920 -0.10 -0.01 0.06
C -3.0113 -2.6145 0.1874 0.17 -0.06 0.10
C -1.4241 -3.8525 -4.8499 -0.12 0.05 -0.04
C 2.9622 -0.0584 -1.7833 0.16 0.19 -0.20
C -0.8936 2.6656 0.9910 -0.04 0.13 0.04
C 2.0755 0.0144 -3.8372 0.07 0.09 0.21
C 3.8827 -0.0045 -0.5970 0.06 -0.20 0.03
C -1.4460 2.4570 -2.6661 0.00 0.26 0.29
C -1.5901 -1.5690 -5.8760 -0.14 0.00 0.07
C -0.0042 3.8876 1.2434 0.00 -0.14 0.01
C 1.8337 -4.1442 3.9936 0.04 -0.60 0.58
C -1.0142 2.3883 -0.4747 -0.06 0.12 -0.07
C -2.5019 -2.2232 -1.1618 -0.12 -0.16 -0.33
C -1.9534 3.0151 -3.9699 -0.15 -0.13 -0.19
C -2.2850 2.8608 1.6062 0.11 -0.08 0.04
C 4.0570 -1.3885 0.0548 0.02 0.14 0.00
C 1.9194 0.2051 -5.3101 -0.01 0.11 -0.09
B -0.4645 0.0242 -3.2080 -0.07 0.16 -0.12
H 1.0042 3.7339 0.8571 -0.01 0.05 -0.02
H 1.8788 1.9034 -6.6604 0.02 -0.01 0.00
H -1.4584 -2.0153 1.5841 -0.02 -0.01 -0.01
H 1.4105 2.3050 -4.9997 0.02 0.04 -0.03
H -2.0749 -0.5938 -5.8723 0.09 -0.05 -0.05
H 2.8656 -1.6935 -5.8093 0.02 0.00 -0.02
H 4.2100 -2.1566 -0.7045 0.01 -0.02 0.02
H 0.0611 4.0794 2.3136 0.02 0.02 0.00
H -0.5125 -1.4434 -5.7753 -0.04 -0.03 -0.04
H 5.1558 1.4909 -1.5489 0.04 0.00 0.00
H -0.3750 -3.7443 -4.5676 0.01 0.00 -0.02
H 4.9328 -1.3743 0.7027 -0.01 0.02 0.01
H -0.4266 4.7728 0.7679 0.01 0.01 0.00
H -3.0830 -1.7828 2.1841 0.09 0.07 0.08
H 4.2606 0.1894 -3.5377 0.00 0.03 0.01
H -3.2014 -2.6649 -5.0129 -0.01 0.01 0.02
H 5.7696 -0.1732 -1.6433 0.04 0.04 -0.01
H -0.6658 0.1937 -4.3469 0.10 -0.08 0.09
H -4.0982 -2.5195 0.1376 0.00 0.10 0.03
H -2.9065 1.9715 1.4889 -0.03 0.03 -0.03
H -2.1926 3.0771 2.6699 -0.02 -0.01 0.00
H -1.6105 -4.2357 0.5739 0.00 -0.02 -0.01
H -3.5517 4.1576 -2.9805 -0.01 -0.01 0.02
H 3.4359 0.6796 0.1335 -0.01 0.00 0.01
H 2.7071 -0.5656 -7.1560 0.06 0.02 -0.01
H -4.0339 2.5486 -3.5313 -0.01 0.01 -0.01
H 0.9157 -0.0947 -5.6052 0.01 0.04 0.06
H 3.9470 -0.2951 -5.9307 0.01 -0.02 -0.01
H -3.8101 3.8583 -4.6954 0.01 0.00 0.00
H -0.8117 1.9113 -5.4809 -0.05 -0.02 -0.01
H -2.4715 -0.6474 0.9887 -0.07 0.08 0.05
H -1.8573 4.2078 -1.3710 -0.03 -0.01 -0.03
H -2.7930 3.7016 1.1340 -0.02 0.00 0.00
H 3.2020 -1.6655 0.6673 -0.01 -0.04 -0.03
H -0.4249 1.7956 1.4736 -0.03 0.03 -0.05
H -1.7777 -2.0273 -6.8459 0.01 -0.01 0.00
H -1.3727 3.9284 -4.1332 0.00 0.01 0.02
H -1.8882 -4.5839 -4.1898 0.02 0.01 0.02
H -2.2660 2.7105 -6.0581 -0.01 0.01 -0.01
H -3.0574 -4.7431 -0.3003 -0.02 0.01 0.02
H -2.4155 1.2324 -5.1161 0.00 0.07 -0.01
H -1.4718 -4.2389 -5.8675 0.04 -0.01 0.01
H -3.7453 -3.3357 -2.5953 0.03 -0.02 -0.03
H -3.1526 -4.3848 1.4258 0.00 -0.01 0.00
H 3.1102 2.0237 -5.3985 0.00 0.02 0.00
H 5.8574 0.7199 -0.1268 0.01 -0.03 0.00
```
Positions in Å, forces in eV/Å.

As for the total energy: -3571.71905 Eh. Its relative energy (zero: lowest compared OMol25 entry of this formula, charge and spin) is 0.00 kcal/mol. The total charge is +2. The value obtained for the gap between HOMO and LUMO (spin up / spin down) is 0.1509 / 0.1917 hartree. The largest force on an atom comes out at 0.029 hartree/bohr. The calculation puts the LUMO energy (spin up / spin down) at -8.7 / -7.9 eV.

Charges per atom according to Mulliken partitioning, unit e:
1. Ta -0.570
2. S -0.465
3. S -0.015
4. S -0.250
5. S -0.079
6. S -0.023
7. N -0.150
8. N 0.507
9. N 0.546
10. N 1.268
11. N -0.307
12. N 0.973
13. C -1.489
14. C -1.926
15. C 0.396
16. C -0.081
17. C -1.359
18. C -1.324
19. C -1.502
20. C 0.312
21. C -1.563
22. C -1.241
23. C 0.021
24. C -0.830
25. C 0.052
26. C -1.775
27. C 0.494
28. C -1.451
29. C -0.579
30. C 1.619
31. C -0.467
32. C 0.943
33. C -0.144
34. C -1.416
35. C -1.539
36. C 0.080
37. C -0.172
38. C -0.209
39. C 0.632
40. C -1.486
41. C -0.911
42. C 1.386
43. B 1.875
44. H 0.349
45. H 0.411
46. H 0.205
47. H 0.358
48. H 0.134
49. H 0.407
50. H 0.358
51. H 0.459
52. H 0.296
53. H 0.475
54. H 0.320
55. H 0.473
56. H 0.347
57. H 0.583
58. H 0.592
59. H 0.562
60. H 0.367
61. H -1.086
62. H 0.500
63. H 0.303
64. H 0.457
65. H 0.279
66. H 0.422
67. H 0.292
68. H 0.452
69. H 0.367
70. H -0.621
71. H 0.366
72. H 0.428
73. H 0.115
74. H 0.107
75. H 0.666
76. H 0.357
77. H 0.030
78. H -0.819
79. H 0.514
80. H 0.489
81. H 0.410
82. H 0.557
83. H 0.410
84. H 0.157
85. H 0.441
86. H 0.643
87. H 0.422
88. H 0.399
89. H 0.464



The following is a quantum chemistry calculation of a structure of composition C29H32N3O in a non-equilibrium geometry, from the OMol25 dataset.

Geometry as XYZ:
```
65
Properties=species:S:1:pos:R:3:forces:R:3
O -5.6531 -5.9407 1.2462 -0.56 0.13 -0.10
N -4.3561 -3.6548 1.6060 1.24 0.36 0.32
N -3.7522 2.4144 2.3948 -0.44 0.42 -0.68
N 1.6931 -4.4293 -1.6249 -0.24 0.38 -0.70
C -2.2031 -3.1347 -0.5027 0.33 -0.82 0.74
C 2.5039 -3.6207 -2.5343 0.08 0.17 -0.07
C -6.4876 -4.7625 1.1748 -0.16 -0.50 -0.57
C 1.9942 -6.6013 -0.4863 0.27 0.17 -0.03
C -2.6108 0.2627 2.0500 -0.22 0.45 -0.22
C -4.6981 -0.5243 0.3459 0.21 -0.12 0.06
C -3.6396 2.6891 3.7717 0.14 -0.29 0.44
C -1.7835 -4.4480 -0.3075 0.34 0.01 -0.17
C -2.4210 3.5802 5.6560 -0.44 0.17 -0.18
C -0.0985 -2.7501 -1.7454 -0.28 -0.24 0.53
C 2.4346 -5.2985 -0.7813 0.21 -0.52 0.74
C 2.7155 -7.4131 0.3867 0.48 0.27 0.12
C -3.5512 -2.7654 0.0943 -0.54 1.75 -1.48
C -3.7428 1.0940 1.8723 0.35 0.34 -0.27
C -5.8222 -3.6792 1.9943 0.28 -0.37 -0.40
C -2.4795 -0.8795 1.2749 -0.15 0.09 0.80
C -2.5827 3.4718 4.2749 -0.30 -0.58 -0.17
C -3.4002 3.4872 1.4495 -0.03 -0.19 0.15
C 3.8905 -6.9327 0.9806 -0.12 0.30 0.12
C -3.5833 -1.3529 0.5421 -0.06 -0.19 -0.02
C -4.5186 2.3926 5.9984 0.44 0.19 0.26
C 4.3260 -5.6229 0.7158 -0.17 -0.34 -0.31
C -3.4045 3.0715 6.5146 0.33 -0.10 -0.10
C 0.3827 -4.0312 -1.3557 0.25 -0.17 0.37
C -1.2972 -2.2681 -1.2054 -0.53 -0.19 0.02
C -4.6200 2.1619 4.6349 0.44 0.33 -0.08
C -0.4962 -4.8587 -0.6239 -0.30 -0.11 0.21
C -4.7541 0.7155 0.9673 0.04 0.04 0.14
C 3.6348 -4.8302 -0.1990 -0.56 -0.10 -0.07
H 3.9960 -3.8284 -0.4567 -0.15 -0.44 0.28
H -6.2564 -2.6876 1.8230 0.05 -0.26 0.01
H -6.1224 -6.7120 0.8698 0.32 0.71 0.29
H -5.4707 -0.8306 -0.3645 0.06 0.01 0.41
H 3.3194 -4.2406 -2.9416 -0.41 0.24 0.20
H -2.4872 -5.1608 0.1312 0.41 0.10 0.04
H 2.9516 -2.7444 -2.0339 -0.15 -0.17 -0.18
H -3.8544 -3.1076 2.3098 0.04 -0.46 -0.02
H 1.0958 -7.0048 -0.9452 0.30 0.11 -0.06
H -7.4829 -4.9791 1.6073 0.36 0.24 -0.43
H 1.8886 -3.2586 -3.3668 0.22 -0.22 0.16
H -1.5088 -1.3827 1.2413 -0.54 -0.18 0.30
H -5.4715 1.6238 4.2209 0.22 0.09 0.03
H 2.3564 -8.4227 0.6034 0.19 0.35 -0.10
H -4.0374 -4.6295 1.6054 0.07 0.26 0.14
H -0.1921 -5.8276 -0.2405 -0.05 0.32 -0.38
H -1.8886 3.9366 3.5655 -0.13 -0.28 0.45
H -5.3008 2.0520 6.6750 0.20 0.00 -0.16
H -5.9811 -3.9848 3.0515 0.81 0.53 -0.43
H -5.5948 1.3916 0.7753 0.42 -0.21 0.14
H -1.8121 0.5813 2.7323 -0.32 -0.03 -0.45
H -3.8123 3.2415 0.4628 0.13 0.14 0.26
H -1.5294 4.0836 6.0329 -0.39 -0.06 0.07
H -6.5522 -4.4266 0.1255 -0.30 -0.24 0.28
H -3.2693 3.1862 7.5906 -0.18 -0.02 -0.29
H -1.5138 -1.2036 -1.3729 -0.20 -0.61 0.06
H -3.8332 4.4333 1.8010 0.06 -0.28 -0.13
H 5.2040 -5.2033 1.2146 -0.23 -0.31 -0.23
H -2.3088 3.6285 1.3500 -0.26 -0.12 -0.04
H 4.4626 -7.5598 1.6696 -0.26 0.21 -0.24
H -4.3620 -3.0470 -0.5652 -0.20 0.00 0.06
H 0.5156 -2.1104 -2.3911 -0.42 -0.15 0.58
```
Positions in Å, forces in eV/Å.

As for the total energy: -1363.46865 Eh. Its relative energy (zero: lowest compared OMol25 entry of this formula, charge and spin) is 31.14 kcal/mol. The total charge is +1. The value obtained for the gap between HOMO and LUMO is 0.2470 hartree. The largest force on an atom comes out at 0.046 hartree/bohr. The calculation puts the LUMO energy at -3.3 eV.

Charges per atom according to Mulliken partitioning, unit e:
1. O -0.548
2. N -0.433
3. N 0.412
4. N 0.087
5. C 0.225
6. C -1.452
7. C -0.460
8. C -0.226
9. C -0.619
10. C -0.749
11. C 0.156
12. C -1.104
13. C -0.589
14. C -0.618
15. C 0.227
16. C -0.614
17. C 0.033
18. C -0.059
19. C -0.532
20. C -0.475
21. C -0.195
22. C -1.096
23. C -0.437
24. C 0.578
25. C -0.527
26. C -0.657
27. C -0.434
28. C 1.702
29. C -0.780
30. C -0.246
31. C -0.853
32. C -0.822
33. C -0.175
34. H 0.289
35. H 0.331
36. H 0.318
37. H 0.485
38. H 0.356
39. H 0.390
40. H 0.459
41. H 0.426
42. H 0.442
43. H 0.388
44. H 0.462
45. H 0.481
46. H 0.384
47. H 0.374
48. H 0.413
49. H 0.148
50. H 0.296
51. H 0.365
52. H 0.381
53. H 0.494
54. H 0.510
55. H 0.381
56. H 0.367
57. H 0.299
58. H 0.370
59. H 0.397
60. H 0.336
61. H 0.367
62. H 0.354
63. H 0.364
64. H 0.519
65. H 0.333



- Look up the total charge of the fourth one.
  +1



- Which value of relative energy (zero: lowest compared OMol25 entry of this formula, charge and spin) does entry 2 give?
  78.77 kcal/mol



- Among the records above, which one has the lowest total charge?
  C3H12N2O2



- The highest largest force on an atom belongs to which entry?
  C3H12N2O2